Record 1
Formula: C71H78IN3O2P
Source: OMol25
Level of theory: wB97M-V/def2-TZVPD

CARTESIAN COORDINATES (ANGSTROEM)
C (0.4417, -2.2043, 4.7469)
C (1.0285, -0.8628, 4.2177)
C (2.5148, -0.7123, 4.7189)
C (0.1324, 0.3643, 4.5684)
C (-0.6780, 0.7712, 3.3498)
N (-0.2127, 1.0716, 2.1464)
C (1.1751, 1.1270, 1.6820)
C (1.5660, -0.0851, 0.7840)
C (2.1187, 0.4729, -0.5650)
I (2.3808, -1.0733, -2.0005)
C (-1.3445, 1.3334, 1.3703)
P (-1.5467, 1.7656, -0.3945)
N (-1.2415, 0.5306, -1.3214)
C (-2.4372, 1.2084, 2.1464)
N (-1.9985, 0.8518, 3.4155)
O (-2.7644, 0.6385, 4.5165)
C (-4.0996, 1.2169, 4.3358)
O (-4.2574, 2.3989, 4.3042)
C (-5.1768, 0.1696, 4.1578)
C (-6.0611, -0.0080, 5.2081)
C (-7.0334, -0.9836, 5.0914)
C (-7.1154, -1.7638, 3.9579)
C (-6.2492, -1.5623, 2.8941)
C (-5.2742, -0.5892, 3.0012)
H (-0.4436, -2.4399, 4.1347)
H (0.2284, -2.1777, 5.8199)
H (1.1802, -2.9756, 4.4864)
H (1.1000, -0.9993, 3.1292)
H (2.7535, -1.5939, 5.3243)
H (3.1927, -0.7380, 3.8542)
H (2.6287, 0.2020, 5.3115)
H (-0.5886, 0.0715, 5.3444)
H (0.6859, 1.2217, 4.9737)
H (1.8414, 1.1127, 2.5540)
H (1.3347, 2.0831, 1.1651)
H (2.4356, -0.5720, 1.2497)
H (0.7367, -0.7820, 0.6218)
H (3.0466, 1.0042, -0.3105)
H (1.4267, 1.2372, -0.9373)
H (-0.7043, 2.8773, -0.6497)
H (-2.8904, 2.1448, -0.6400)
H (-0.4642, 0.7412, -1.9430)
H (-3.4338, 1.3732, 1.7547)
H (-5.9821, 0.6079, 6.1022)
H (-7.7344, -1.1553, 5.9067)
H (-7.8708, -2.5464, 3.8934)
H (-6.2871, -2.1360, 1.9711)
H (-4.5973, -0.4429, 2.1612)
C (4.9006, -4.9089, 3.7367)
C (5.9199, -4.5450, 2.8668)
C (5.6795, -3.6170, 1.8623)
C (4.4212, -3.0468, 1.7337)
C (3.4023, -3.4077, 2.6063)
C (3.6402, -4.3415, 3.6056)
H (5.0885, -5.6349, 4.5174)
H (6.9029, -4.9859, 2.9714)
H (6.4727, -3.3385, 1.1803)
H (4.2330, -2.3191, 0.9525)
H (2.4187, -2.9595, 2.5060)
H (2.8443, -4.6272, 4.2833)
C (-2.0277, 7.3691, 5.6645)
C (-3.1003, 8.1846, 5.3298)
C (-4.3121, 7.6202, 4.9534)
C (-4.4543, 6.2393, 4.9206)
C (-3.3828, 5.4231, 5.2587)
C (-2.1681, 5.9881, 5.6267)
H (-1.0823, 7.8099, 5.9550)
H (-2.9917, 9.2613, 5.3619)
H (-5.1464, 8.2568, 4.6866)
H (-5.4008, 5.7991, 4.6314)
H (-3.4948, 4.3475, 5.2344)
H (-1.3302, 5.3519, 5.8856)
C (2.7851, -1.2296, -8.4419)
C (2.5919, 0.0992, -8.0886)
C (2.3146, 0.4338, -6.7704)
C (2.2396, -0.5594, -5.8033)
C (2.4363, -1.8874, -6.1559)
C (2.7050, -2.2235, -7.4758)
H (2.9981, -1.4910, -9.4706)
H (2.6568, 0.8747, -8.8422)
H (2.1574, 1.4699, -6.4956)
H (2.0280, -0.2984, -4.7732)
H (2.3794, -2.6633, -5.4010)
H (2.8532, -3.2599, -7.7517)
C (3.7597, 4.9684, -8.1429)
C (3.5664, 6.2971, -7.7871)
C (3.2891, 6.6304, -6.4684)
C (3.2136, 5.6354, -5.5027)
C (3.4098, 4.3078, -5.8575)
C (3.6788, 3.9736, -7.1782)
H (3.9731, 4.7086, -9.1721)
H (3.6317, 7.0736, -8.5393)
H (3.1328, 7.6655, -6.1923)
H (3.0025, 5.8962, -4.4729)
H (3.3529, 3.5311, -5.1036)
H (3.8273, 2.9372, -7.4551)
C (6.4296, 6.6984, -4.8818)
C (6.4739, 7.8172, -5.7032)
C (7.1141, 8.9710, -5.2717)
C (7.7187, 9.0040, -4.0218)
C (7.6777, 7.8849, -3.2021)
C (7.0298, 6.7334, -3.6303)
H (5.9278, 5.8001, -5.2170)
H (6.0083, 7.7895, -6.6802)
H (7.1431, 9.8453, -5.9099)
H (8.2220, 9.9025, -3.6874)
H (8.1509, 7.9100, -2.2281)
H (6.9938, 5.8618, -2.9881)
C (1.7874, -5.2557, 0.1393)
C (1.4593, -6.5577, 0.4932)
C (0.7645, -7.3646, -0.3980)
C (0.4071, -6.8720, -1.6478)
C (0.7401, -5.5713, -2.0024)
C (1.4259, -4.7620, -1.1071)
H (2.3235, -4.6236, 0.8355)
H (1.7438, -6.9430, 1.4653)
H (0.5013, -8.3782, -0.1194)
H (-0.1310, -7.5029, -2.3445)
H (0.4625, -5.1885, -2.9770)
H (1.6767, -3.7446, -1.3779)
C (-2.2273, -10.1669, 1.2576)
C (-2.5580, -11.4678, 1.6114)
C (-3.2538, -12.2741, 0.7210)
C (-3.6112, -11.7825, -0.5274)
C (-3.2776, -10.4828, -0.8827)
C (-2.5894, -9.6735, 0.0112)
H (-1.6869, -9.5366, 1.9536)
H (-2.2736, -11.8537, 2.5824)
H (-3.5171, -13.2866, 0.9995)
H (-4.1497, -12.4131, -1.2234)
H (-3.5549, -10.0999, -1.8572)
H (-2.3328, -8.6574, -0.2641)
C (-1.8390, -3.7976, 0.3151)
C (-2.8274, -2.9148, -0.1010)
C (-4.0597, -3.4005, -0.5202)
C (-4.3053, -4.7675, -0.5147)
C (-3.3165, -5.6489, -0.0961)
C (-2.0820, -5.1649, 0.3151)
H (-0.8758, -3.4204, 0.6389)
H (-2.6360, -1.8471, -0.1008)
H (-4.8291, -2.7133, -0.8521)
H (-5.2670, -5.1461, -0.8378)
H (-3.5093, -6.7143, -0.0913)
H (-1.3092, -5.8518, 0.6361)
C (-4.1506, 5.0772, -0.8974)
C (-3.6859, 5.0501, 0.4110)
C (-3.7505, 6.1919, 1.1987)
C (-4.2896, 7.3598, 0.6786)
C (-4.7579, 7.3869, -0.6287)
C (-4.6850, 6.2475, -1.4182)
H (-4.0974, 4.1865, -1.5136)
H (-3.2703, 4.1349, 0.8210)
H (-3.3821, 6.1715, 2.2178)
H (-4.3450, 8.2495, 1.2928)
H (-5.1798, 8.2981, -1.0329)
H (-5.0454, 6.2711, -2.4386)

The multiplicity is 1. As for the net charge: +1. The calculation puts the LUMO energy at -2.8 eV.

***

Record 2
Formula: C71H89BGeN10O3Tl
Source: OMol25
Level of theory: wB97M-V/def2-TZVPD

CARTESIAN COORDINATES (ANGSTROEM)
Tl (1.0025, -0.2990, 0.1035)
C (2.7067, 3.4410, -1.9324)
C (2.3006, 4.1798, -0.6583)
C (2.2006, 5.6827, -0.9343)
C (3.2654, 3.8696, 0.4612)
C (4.4939, 4.5158, 0.5064)
C (5.4101, 4.2532, 1.5105)
C (5.1075, 3.2868, 2.4544)
C (3.9062, 2.5937, 2.4211)
C (3.6144, 1.5226, 3.4466)
C (3.0868, 2.1610, 4.7358)
C (4.8179, 0.6216, 3.7210)
C (2.9366, 2.9060, 1.4399)
N (1.7152, 2.2268, 1.4179)
C (0.6903, 2.7519, 2.0525)
O (0.6640, 3.8825, 2.5930)
C (-0.6160, 1.9604, 2.1374)
C (-1.7421, 2.7238, 2.4242)
C (-2.9663, 2.0980, 2.5884)
C (-3.0164, 0.7218, 2.5449)
C (-1.8418, 0.0078, 2.2990)
N (-0.6799, 0.6174, 2.0531)
C (-1.9734, -1.4811, 2.5735)
O (-2.1849, -1.7396, 3.7866)
N (-1.9989, -2.3156, 1.5754)
C (-2.3904, -3.6315, 1.6298)
C (-1.5084, -4.6862, 1.9678)
C (-1.9196, -6.0046, 1.8372)
C (-3.2000, -6.3299, 1.4203)
C (-4.0927, -5.3047, 1.1458)
C (-3.7108, -3.9752, 1.2313)
C (-4.6919, -2.8628, 0.9462)
C (-5.2813, -2.3447, 2.2649)
C (-5.8150, -3.2608, -0.0086)
C (-0.1994, -4.3602, 2.6498)
C (0.9536, -5.3100, 2.3404)
C (-0.4756, -4.3564, 4.1632)
H (1.9695, 3.6116, -2.7238)
H (3.6880, 3.7783, -2.2788)
H (2.7664, 2.3716, -1.7415)
H (1.3295, 3.7939, -0.3605)
H (3.1327, 6.0634, -1.3584)
H (1.4070, 5.8784, -1.6581)
H (1.9917, 6.2354, -0.0159)
H (4.7448, 5.2480, -0.2535)
H (6.3563, 4.7821, 1.5432)
H (5.8322, 3.0666, 3.2304)
H (2.8254, 0.8978, 3.0300)
H (3.8614, 2.7753, 5.2054)
H (2.2262, 2.7935, 4.5133)
H (2.7793, 1.3933, 5.4503)
H (5.6369, 1.1676, 4.1972)
H (4.5232, -0.1922, 4.3873)
H (5.1774, 0.1828, 2.7886)
H (-1.6272, 3.7926, 2.5313)
H (-3.8636, 2.6770, 2.7811)
H (-3.9321, 0.1782, 2.7373)
H (-1.2238, -6.8012, 2.0779)
H (-3.5067, -7.3663, 1.3324)
H (-5.1029, -5.5565, 0.8434)
H (-4.1219, -2.0479, 0.4888)
H (-5.8680, -3.1304, 2.7489)
H (-4.4842, -2.0454, 2.9476)
H (-5.9349, -1.4855, 2.0779)
H (-6.5006, -3.9778, 0.4518)
H (-6.3937, -2.3783, -0.2803)
H (-5.4158, -3.6995, -0.9251)
H (0.0940, -3.3596, 2.3279)
H (0.8032, -6.2910, 2.8010)
H (1.0756, -5.4369, 1.2672)
H (1.8802, -4.8886, 2.7401)
H (-0.8894, -5.3241, 4.4632)
H (0.4432, -4.1839, 4.7305)
H (-1.1998, -3.5784, 4.4081)
C (7.3909, 0.0406, -0.1019)
C (6.4283, 0.6457, -1.1253)
C (7.1667, 1.0707, -2.3919)
C (5.3089, -0.3054, -1.4331)
C (4.6089, -0.5164, -2.6391)
C (3.6659, -1.4705, -2.3268)
N (3.8135, -1.7891, -1.0255)
N (4.8164, -1.0829, -0.4778)
B (3.3014, -3.0393, -0.2785)
N (2.0196, -3.5543, -0.9370)
C (1.7889, -4.8386, -1.2716)
C (0.5606, -4.9116, -1.8876)
C (0.0864, -3.5855, -1.8840)
N (0.9772, -2.7857, -1.3100)
C (-1.1582, -3.0490, -2.5231)
C (-2.3679, -3.9267, -2.2207)
C (-0.9391, -2.9726, -4.0397)
N (3.1726, -2.7279, 1.2342)
C (4.1338, -3.0709, 2.1025)
C (3.7143, -2.7426, 3.3685)
C (2.4408, -2.1719, 3.1940)
N (2.1328, -2.1469, 1.8871)
C (1.4588, -1.8589, 4.2927)
C (1.8908, -2.5012, 5.6114)
C (1.1697, -0.3771, 4.5324)
H (8.1443, 0.7779, 0.1885)
H (7.8940, -0.8391, -0.5124)
H (6.8369, -0.2657, 0.7834)
H (5.9978, 1.5411, -0.6717)
H (7.5998, 0.2038, -2.8978)
H (7.9695, 1.7674, -2.1400)
H (6.4886, 1.5727, -3.0852)
H (4.7535, -0.0430, -3.5960)
H (2.9095, -1.9331, -2.9406)
H (4.1350, -3.9111, -0.3784)
H (2.5200, -5.6017, -1.0616)
H (0.0654, -5.7885, -2.2702)
H (-1.3282, -2.0429, -2.1270)
H (-2.2423, -4.9159, -2.6685)
H (-3.2756, -3.4793, -2.6352)
H (-2.5001, -4.0485, -1.1502)
H (-0.8416, -3.9823, -4.4470)
H (-0.0271, -2.4217, -4.2645)
H (-1.7721, -2.4722, -4.5421)
H (5.0451, -3.5349, 1.7649)
H (4.2580, -2.8863, 4.2866)
H (0.5083, -2.3037, 3.9924)
H (2.7891, -2.0167, 6.0043)
H (2.1033, -3.5651, 5.4899)
H (1.0931, -2.3915, 6.3484)
H (1.1088, 0.1494, 3.5883)
H (1.9366, 0.0887, 5.1553)
H (0.2016, -0.2802, 5.0284)
C (-0.7060, 0.2968, -6.0268)
C (0.0586, 0.2499, -4.8694)
C (-0.5509, 0.3974, -3.6330)
C (-1.9276, 0.5983, -3.5211)
C (-2.6803, 0.6365, -4.6916)
C (-2.0769, 0.4914, -5.9348)
Ge (-2.6667, 0.8662, -1.6527)
C (-3.6007, 2.6828, -1.7470)
C (-3.9461, 3.3244, -0.5573)
C (-4.6269, 4.5340, -0.5531)
C (-4.9827, 5.1352, -1.7522)
C (-4.6362, 4.5179, -2.9466)
C (-3.9524, 3.3100, -2.9382)
C (-4.5318, 0.0184, -1.7617)
C (-5.4699, 0.4502, -0.8216)
C (-6.8230, 0.2079, -0.9884)
C (-7.2653, -0.5053, -2.0959)
C (-6.3397, -1.0257, -2.9868)
C (-4.9842, -0.7737, -2.8108)
H (-0.2371, 0.1844, -6.9972)
H (1.1295, 0.0956, -4.9324)
H (0.0528, 0.3615, -2.7319)
H (-3.7542, 0.7725, -4.6393)
H (-2.6793, 0.5351, -6.8352)
H (-3.6669, 2.8708, 0.3868)
H (-4.8720, 5.0163, 0.3869)
H (-5.5108, 6.0816, -1.7575)
H (-4.9049, 4.9843, -3.8884)
H (-3.6970, 2.8440, -3.8826)
H (-5.1324, 1.0001, 0.0492)
H (-7.5360, 0.5802, -0.2621)
H (-8.3246, -0.6700, -2.2530)
H (-6.6767, -1.6233, -3.8260)
H (-4.2686, -1.1932, -3.5095)
C (-0.9442, 6.1155, -2.8812)
N (-0.7845, 4.6779, -2.8508)
C (-0.6431, 4.0051, -4.1254)
C (-0.7102, 3.9786, -1.6836)
C (-0.6731, 4.8118, -0.4296)
O (-0.6478, 2.7501, -1.6522)
H (-1.1466, 6.4185, -3.9069)
H (-0.0452, 6.6383, -2.5371)
H (-1.7892, 6.4305, -2.2675)
H (-1.4977, 4.2154, -4.7738)
H (-0.5994, 2.9379, -3.9478)
H (0.2763, 4.3262, -4.6266)
H (0.0539, 5.6195, -0.5049)
H (-0.4022, 4.1751, 0.4080)
H (-1.6605, 5.2316, -0.2462)

The multiplicity is 2. As for the net charge: -2. The calculation puts the LUMO energy (alpha / beta) at 3.6 / 2.3 eV. The value obtained for the energy above the lowest of the compared OMol25 structures with the same formula, charge and spin is 4.9 kcal/mol.

***

Number 1: E_tot -100837.2476 eV. Number 2: E_tot -158006.5487 eV.